1.
The following is a DFT calculation (ωB97M-V/def2-TZVPD) of a cluster of 11 separate species, C5H35N2O10 in total.

Geometry as XYZ:
```
52
C5H35N2O10 ωB97M-V/def2-TZVPD
O 2.754 -0.051 -1.865
O 2.308 -0.551 1.798
O 2.987 -2.394 -1.465
O 0.624 -3.022 -1.943
O 0.491 -2.472 2.603
O 4.363 0.580 0.479
O -2.181 -2.219 2.259
O -0.159 3.508 -2.481
O 3.128 3.318 0.653
O 1.232 1.988 -0.815
N -0.933 -1.834 -0.212
N -1.430 0.609 0.873
C -3.532 1.856 1.582
C -1.706 -0.909 -1.093
C -2.042 1.440 1.934
C -2.377 0.118 -0.145
C -2.780 -1.740 -1.827
H -2.673 0.939 -0.821
H -3.121 -1.112 -2.663
H -0.512 0.920 0.641
H -3.672 -1.859 -1.215
H 3.032 -0.046 1.381
H 2.167 -0.027 2.584
H 3.128 3.426 1.601
H -0.644 -2.632 -0.796
H -2.421 -2.682 -2.307
H -0.716 4.299 -2.520
H 0.486 2.376 -1.288
H -3.779 2.154 0.581
H 4.283 0.103 -0.340
H 0.458 3.466 -3.218
H 2.828 -1.428 -1.424
H 3.989 1.456 0.445
H -2.177 0.765 2.814
H 1.251 -2.172 2.083
H 0.749 -2.158 3.475
H -1.218 -2.392 2.367
H -1.535 -2.013 0.661
H -3.726 2.739 2.227
H 0.788 -3.916 -2.241
H -0.070 -1.497 0.236
H 2.286 -0.402 -2.658
H -4.276 1.099 1.944
H -2.345 -1.325 2.579
H -1.175 -0.305 -1.821
H 3.334 4.151 0.212
H 3.552 -2.465 -2.252
H 2.168 0.537 -1.347
H 1.434 -2.789 -1.385
H -1.382 2.250 2.214
H 1.961 2.557 -0.549
H -3.202 -0.244 0.461
```

The total charge is +1. The energy above the lowest of the compared OMol25 structures with the same formula, charge and spin is 72.1 kcal per mole. The HOMO-LUMO gap comes out at 0.3254 Ha. The molar mass is 283.3 g/mol.

And the Löwdin charges, in e, turn out to be:
1 O -0.0480
2 O -0.0598
3 O -0.0752
4 O -0.0894
5 O -0.0442
6 O -0.0125
7 O -0.0530
8 O -0.0424
9 O -0.0241
10 O -0.0659
11 N 0.1630
12 N -0.0851
13 C -0.0938
14 C -0.3127
15 C -0.2188
16 C -0.1972
17 C -0.0275
18 H 0.1232
19 H 0.0904
20 H 0.0711
21 H 0.0859
22 H -0.0058
23 H 0.0467
24 H 0.0748
25 H 0.0957
26 H 0.0996
27 H 0.0758
28 H 0.0066
29 H 0.0524
30 H 0.0360
31 H 0.0675
32 H -0.0579
33 H 0.0096
34 H 0.0934
35 H 0.0245
36 H 0.0724
37 H 0.0067
38 H 0.1174
39 H 0.0783
40 H 0.0635
41 H 0.1329
42 H 0.1110
43 H 0.0873
44 H 0.0361
45 H 0.1410
46 H 0.0854
47 H 0.0849
48 H 0.0309
49 H 0.0270
50 H 0.1032
51 H 0.0087
52 H 0.1104

---

2.
The following is a DFT calculation (ωB97M-V/def2-TZVPD) of a cluster of 12 separate species, C5H35N2O12 in total.

Geometry as XYZ:
```
54
C5H35N2O12 ωB97M-V/def2-TZVPD
O -0.399 -1.304 -1.575
O -3.147 -0.373 1.497
O -4.570 1.938 1.023
O -1.121 -4.101 0.688
O 0.359 -0.737 3.223
O -1.551 0.759 -0.806
O 1.033 -1.547 0.518
O -0.127 4.708 2.171
O 3.380 -2.070 0.045
O -1.959 1.277 3.325
O 1.873 -2.901 2.770
O -2.822 -2.087 -0.753
N 0.596 2.024 0.895
N 1.752 1.937 -2.536
C 0.416 0.012 -3.402
C 1.733 0.869 -3.559
C 2.047 1.439 -1.209
C 1.566 2.420 -0.103
C 0.617 -1.322 -2.491
H -0.716 -3.421 0.190
H -0.184 1.426 0.716
H 1.551 -2.314 3.494
H 1.349 -2.676 1.981
H -3.989 1.526 1.666
H 1.418 -0.656 0.599
H 2.557 0.176 -3.448
H 3.139 1.390 -1.137
H -3.412 -1.132 2.031
H -2.828 -0.844 0.696
H 2.507 2.773 0.351
H -1.324 0.585 3.102
H -0.409 -1.206 2.901
H -0.997 -0.103 -1.098
H 1.090 -0.861 2.614
H -1.935 -2.332 -1.027
H -0.453 3.819 2.348
H 0.332 -1.167 -0.138
H 1.655 -1.108 -2.081
H 0.989 1.878 1.812
H -2.957 -1.523 -1.528
H -0.516 -4.176 1.435
H 0.616 4.620 1.572
H -2.468 0.628 -0.647
H 1.850 0.369 -1.024
H 1.700 1.204 -4.604
H -2.311 1.323 2.383
H -4.467 1.692 0.137
H 1.334 3.419 -0.505
H 3.147 -2.700 0.724
H 0.829 2.361 -2.520
H -0.236 0.618 -2.757
H -0.060 -0.100 -4.393
H 2.656 -2.141 -0.576
H 0.867 -2.288 -2.993
```

The total charge is -1. The energy above the lowest of the compared OMol25 structures with the same formula, charge and spin is 93.7 kcal per mole. The HOMO-LUMO gap comes out at 0.3116 Ha. The molar mass is 315.3 g/mol.

And the Löwdin charges, in e, turn out to be:
1 O -0.3334
2 O -0.0774
3 O -0.0366
4 O -0.0290
5 O -0.0487
6 O -0.1274
7 O -0.1487
8 O -0.0742
9 O -0.0677
10 O -0.0881
11 O -0.0910
12 O -0.0657
13 N 0.0112
14 N -0.0782
15 C -0.1257
16 C -0.2228
17 C -0.2294
18 C -0.2515
19 C -0.3264
20 H -0.0222
21 H 0.0286
22 H 0.0367
23 H -0.0191
24 H -0.0060
25 H 0.0402
26 H 0.0987
27 H 0.1088
28 H 0.0683
29 H 0.0146
30 H 0.1071
31 H -0.0232
32 H 0.0473
33 H -0.0054
34 H 0.0143
35 H 0.0018
36 H 0.0080
37 H 0.0466
38 H 0.0652
39 H 0.0679
40 H 0.0556
41 H 0.0322
42 H 0.0038
43 H -0.0277
44 H 0.0746
45 H 0.0942
46 H 0.0247
47 H -0.0066
48 H 0.0987
49 H 0.0061
50 H 0.0977
51 H 0.0774
52 H 0.0922
53 H 0.0004
54 H 0.1089

---

3.
The following is a DFT calculation (ωB97M-V/def2-TZVPD) of a cluster of 13 separate species, C5H35N2O13 in total.

Geometry as XYZ:
```
55
C5H35N2O13 ωB97M-V/def2-TZVPD
O 1.340 1.496 3.952
O 2.344 -0.836 3.262
O -0.730 2.848 -3.502
O -1.296 0.058 -3.455
O -2.722 -0.742 3.030
O 1.415 -3.214 2.566
O -0.226 -1.708 4.458
O -3.514 -0.883 -2.244
O 2.440 2.942 -2.405
O 1.574 0.624 -3.236
O -1.705 2.246 -0.628
O 1.396 -1.608 -4.561
O -1.272 -2.318 1.058
N -1.075 -0.740 -1.010
N -2.947 1.403 1.047
C -1.850 1.435 0.256
C 2.920 0.329 0.141
C -0.853 0.210 0.185
C 1.658 0.011 -0.152
C 0.477 0.937 0.066
H -0.891 -0.414 1.139
H -2.005 -1.375 2.933
H -2.100 -0.955 -1.029
H 0.702 1.380 -0.887
H 2.077 -1.536 -3.898
H -0.464 -2.642 4.485
H 3.606 -0.367 -0.325
H -0.682 -3.095 1.282
H 0.540 1.773 0.731
H -0.447 -0.297 -3.776
H -0.512 -1.597 -0.809
H 1.022 1.404 -3.427
H 2.998 3.328 -3.122
H 3.192 2.790 -1.795
H 2.120 -3.438 3.194
H -3.402 2.283 1.186
H 1.356 -0.983 -0.410
H -0.867 -0.320 -2.015
H -2.146 -2.452 1.426
H 0.504 -1.843 3.780
H 3.233 1.034 0.868
H -1.379 3.524 -3.726
H -2.960 -0.824 3.947
H -3.284 0.622 1.624
H 1.930 -0.336 4.012
H 3.289 -0.925 3.363
H -3.747 -1.318 -3.063
H 1.685 -2.307 2.329
H 1.274 1.943 4.792
H -0.709 2.916 -2.543
H 0.468 1.046 3.986
H -4.336 -0.873 -1.734
H 1.426 -0.705 -4.926
H 2.351 1.057 -2.876
H -1.214 1.015 -3.541
```

The total charge is +1. The energy above the lowest of the compared OMol25 structures with the same formula, charge and spin is 114.0 kcal per mole. The HOMO-LUMO gap comes out at 0.3537 Ha. The molar mass is 331.3 g/mol.

And the Löwdin charges, in e, turn out to be:
1 O -0.0496
2 O -0.0788
3 O -0.0349
4 O -0.0316
5 O -0.0475
6 O -0.0811
7 O -0.0788
8 O -0.0420
9 O -0.0648
10 O -0.0789
11 O 0.0623
12 O -0.0678
13 O -0.0704
14 N 0.1784
15 N 0.1971
16 C -0.4765
17 C 0.0067
18 C -0.1785
19 C -0.1745
20 C -0.1459
21 H 0.1297
22 H -0.0090
23 H 0.1116
24 H 0.0886
25 H 0.0165
26 H 0.0477
27 H 0.0615
28 H 0.0992
29 H 0.1313
30 H 0.0460
31 H 0.1383
32 H 0.0265
33 H 0.0898
34 H 0.0658
35 H 0.0656
36 H 0.1130
37 H 0.0946
38 H 0.1106
39 H 0.0560
40 H 0.0129
41 H 0.0611
42 H 0.0765
43 H 0.0544
44 H 0.0870
45 H 0.0490
46 H 0.0682
47 H 0.0644
48 H 0.0066
49 H 0.0548
50 H 0.0283
51 H 0.0586
52 H 0.0688
53 H 0.0328
54 H 0.0227
55 H 0.0275

---

4.
The following is a DFT calculation (ωB97M-V/def2-TZVPD) of a cluster of 11 separate species, C5H35N3O10 in total.

Geometry as XYZ:
```
53
C5H35N3O10 ωB97M-V/def2-TZVPD
O -0.414 2.592 1.410
O 2.126 0.496 1.255
O -0.192 -4.633 -1.188
O 1.835 -4.163 0.890
O 2.497 1.078 3.781
O 1.626 -2.117 -2.427
O 3.324 -1.862 0.686
O -0.456 0.159 2.531
O -0.089 -1.409 -0.374
O 3.496 -0.436 -3.018
N 1.598 1.427 -1.380
N -2.667 0.117 0.111
N -0.611 2.001 -1.252
C -1.934 2.338 -1.909
C -2.881 2.566 -0.696
C 0.392 1.424 -1.925
C -4.042 1.764 1.255
C -3.628 1.262 -0.209
H 2.687 0.684 2.039
H -3.271 -0.692 0.032
H 0.230 -1.534 0.524
H -2.351 3.079 0.088
H -5.065 2.160 1.203
H 0.473 -0.061 2.328
H 1.465 -4.214 0.005
H 2.229 0.663 -1.621
H -0.311 1.835 2.016
H -2.142 1.520 -2.605
H -3.730 3.234 -0.885
H 0.282 1.099 -2.943
H -4.299 0.881 -1.008
H 1.614 1.637 -0.331
H 1.072 -2.869 -2.639
H 0.229 3.239 1.730
H 3.246 1.560 4.202
H 4.179 0.219 -3.203
H 0.418 -1.963 -0.988
H -1.604 3.174 -2.502
H 3.568 -1.153 -2.388
H 3.615 -2.560 1.291
H -1.939 0.116 -0.624
H -0.398 0.318 3.485
H 2.550 0.232 4.248
H 1.811 -5.058 1.259
H -0.566 2.252 -0.255
H -0.915 -4.010 -1.303
H 2.181 -0.461 1.070
H -4.112 0.863 1.873
H 2.209 -1.668 -3.050
H -3.440 2.585 1.620
H -2.157 0.184 1.016
H 2.815 -2.368 0.041
H -0.557 -5.523 -1.264
```

The total charge is +2. The energy above the lowest of the compared OMol25 structures with the same formula, charge and spin is 25.9 kcal per mole. The HOMO-LUMO gap comes out at 0.4075 Ha. The molar mass is 297.3 g/mol.

And the Löwdin charges, in e, turn out to be:
1 O -0.0520
2 O -0.1016
3 O -0.0365
4 O -0.0543
5 O -0.0527
6 O -0.0492
7 O -0.0519
8 O -0.0510
9 O -0.0477
10 O -0.0427
11 N 0.1845
12 N 0.2030
13 N 0.0287
14 C -0.0951
15 C -0.1329
16 C -0.1180
17 C -0.0157
18 C -0.2354
19 H 0.0359
20 H 0.1658
21 H 0.0333
22 H 0.0848
23 H 0.0990
24 H 0.0279
25 H -0.0030
26 H 0.0866
27 H 0.0119
28 H 0.1264
29 H 0.1411
30 H 0.1614
31 H 0.1686
32 H 0.1237
33 H 0.0541
34 H 0.0922
35 H 0.0982
36 H 0.0949
37 H -0.0084
38 H 0.1243
39 H 0.0424
40 H 0.0684
41 H 0.1174
42 H 0.0868
43 H 0.0730
44 H 0.0698
45 H 0.0786
46 H 0.0436
47 H 0.0081
48 H 0.0890
49 H 0.0226
50 H 0.0811
51 H 0.1347
52 H 0.0121
53 H 0.0742